DFT (ωB97M-V/def2-TZVPD) results for a structure of composition C18H40IrOP2Si in a non-equilibrium geometry.

Summary:
Orbital gap (spin up / spin down) ... 4.68 / 5.11 eV
Multiplicity ... 6
Expectation value of S² ... 8.77
Total charge ... +2
HOMO energy (spin up / spin down) ... -11.03 / -14.61 eV
Energy relative to the best compared isomer or geometry (same formula, charge and spin) ... 285.8 kJ/mol
Calculated total energy ... -1860.769372 a.u.

```
63
Properties=species:S:1:pos:R:3:lowdin_charge:R:1
P 0.7126 1.4156 0.0116 0.686
P -1.6413 -1.1822 0.1934 0.788
C 0.3827 0.0485 -1.2064 -0.384
C -0.9909 -0.6169 -1.3944 -0.348
H 1.1821 -0.6800 -1.0381 0.078
H 0.6332 0.5814 -2.1171 0.053
H -1.7019 0.0869 -1.8521 0.115
H -0.9189 -1.4946 -2.0457 0.083
C -0.9940 -2.8330 0.6020 -0.186
H -1.8207 -3.4254 1.0202 0.077
H -0.1971 -2.7161 1.3532 0.051
H -0.6093 -3.3165 -0.3033 0.063
C -3.4385 -1.2684 0.2640 -0.181
H -3.7705 -2.0407 -0.4503 0.087
H -3.8553 -0.2913 -0.0215 0.074
H -3.7583 -1.5591 1.2788 0.034
C 2.4229 1.4620 0.6130 -0.197
H 2.4340 2.0190 1.5510 0.058
H 3.0873 1.9479 -0.0990 0.051
H 2.7498 0.4335 0.8005 0.071
C 0.2280 2.9425 -0.7903 -0.169
H -0.8666 2.9828 -0.8346 0.077
H 0.6385 3.0148 -1.8052 0.053
H 0.6065 3.7756 -0.1840 0.081
Ir -0.3351 0.2593 1.4341 1.111
C 1.0762 -0.8922 -3.7222 -0.123
C 1.6296 -1.8373 -2.9351 -0.122
C 3.0979 -2.0864 -2.7958 -0.154
C 3.9576 -0.8083 -2.9172 -0.170
C 3.4399 0.3263 -2.0870 -0.116
C 2.7341 1.3870 -2.5302 -0.159
C 2.0745 1.4798 -3.8729 -0.157
C 1.7568 0.1200 -4.5776 -0.162
C -0.0727 2.0919 2.4464 -0.228
H -0.0125 -0.8966 -3.8399 0.112
H 0.9956 -2.5825 -2.4406 0.108
H 3.4413 -2.8328 -3.5369 0.139
H 3.2908 -2.5379 -1.8067 0.120
H 4.9643 -1.0510 -2.5410 0.126
H 4.0922 -0.5300 -3.9701 0.110
H 3.8591 0.3202 -1.0780 0.100
H 2.7858 2.3457 -1.9974 0.099
H 2.7273 2.0770 -4.5406 0.143
H 1.1363 2.0605 -3.7991 0.110
H 1.0622 0.3662 -5.3970 0.127
H 2.6561 -0.2571 -5.0754 0.113
H -1.0516 2.5881 2.4048 0.021
H 0.7027 2.7930 2.1052 -0.002
H 0.1434 1.8130 3.4882 0.038
C -3.5134 1.2303 3.5373 -0.158
Si -2.4731 -0.3231 3.8872 0.318
C -1.6693 -0.0788 5.5770 -0.145
C -3.7795 -1.6996 3.9742 -0.155
O -1.3153 -0.7417 2.8145 -0.498
H -4.2319 1.3945 4.3563 0.059
H -4.0954 1.1200 2.6143 0.028
H -2.9066 2.1385 3.4512 0.013
H -2.4301 -0.0156 6.3613 0.051
H -1.0010 -0.9154 5.8259 0.044
H -1.0801 0.8485 5.6199 0.033
H -4.4651 -1.6931 3.1181 0.017
H -3.3088 -2.6894 4.0241 0.042
H -4.3962 -1.5775 4.8749 0.054
```

---

DFT (ωB97M-V/def2-TZVPD) results for the ion C18H40N4O4P with charge +1 in a non-equilibrium geometry.

Summary:
Orbital gap ... 7.77 eV
Total charge ... +1
HOMO energy ... -10.76 eV
SMILES ... CCCCO[C@H]1[C@@H](N(C)C(C)=O)[NH2+]C[C@@H](OCCNC[C@@H](C)O)N1P(C)C
Calculated total energy ... -1570.541027 a.u.

```
67
Properties=species:S:1:pos:R:3:lowdin_charge:R:1
C 0.2558 -6.3779 2.2163 -0.148
C 0.0507 -5.6297 0.7350 -0.253
C 0.2831 -4.0267 0.9889 -0.183
C 1.3744 -3.3214 -0.0298 -0.173
O 0.7836 -2.4120 -1.0230 -0.183
C 1.0132 -0.9825 -0.6516 -0.264
C 0.3820 0.0351 -1.8007 -0.190
N 1.1952 -0.1565 -3.0513 -0.099
C 1.8440 1.1792 -3.4544 -0.076
C 0.3858 -0.5612 -4.2580 -0.300
C 0.5844 -2.1425 -4.7652 -0.011
O -0.4713 0.2313 -4.9370 -0.025
N -1.0852 -0.3012 -1.8968 0.086
C -1.8100 -0.1397 -0.5433 -0.026
C -0.8051 0.1093 0.7218 -0.351
O -1.4226 -0.0888 2.0554 -0.171
C -2.6420 0.7077 2.2297 -0.168
C -2.4082 2.3468 2.1312 -0.195
N -3.1223 2.9785 0.9515 -0.106
C -2.1106 3.8149 0.1816 -0.187
C -1.7213 5.2296 0.9236 -0.341
C -0.1419 5.3488 1.3766 -0.094
O -1.9524 6.3148 -0.0680 -0.121
N 0.4369 -0.7940 0.7286 -0.205
P 1.5760 0.0810 1.8247 0.902
C 2.5844 1.4082 0.8924 -0.305
C 2.8121 -1.1083 2.6637 -0.315
H 0.3102 -7.5472 2.1117 0.081
H -0.6178 -6.0084 2.9313 0.091
H 1.2697 -5.9462 2.6375 0.074
H -1.0774 -5.8430 0.4141 0.113
H 0.7811 -6.0869 -0.0602 0.103
H 0.7027 -3.8999 2.0987 0.102
H -0.7760 -3.4837 0.9923 0.120
H 2.2733 -2.7993 0.5114 0.107
H 1.8525 -4.2211 -0.6516 0.138
H 2.1910 -0.8370 -0.7158 0.169
H 0.4941 1.1844 -1.4984 0.167
H 2.1898 1.0644 -4.5882 0.127
H 2.8129 1.4228 -2.8153 0.116
H 1.0873 2.0796 -3.4446 0.112
H 0.5103 -2.7972 -3.7697 0.089
H 1.7105 -2.2868 -5.1322 0.114
H -0.2077 -2.4704 -5.5614 0.101
H -1.6326 0.3299 -2.5566 0.195
H -1.2860 -1.3112 -2.1677 0.197
H -2.5827 -1.0305 -0.3566 0.176
H -2.4984 0.8325 -0.6239 0.149
H -0.3695 1.2152 0.6079 0.112
H -3.5640 0.3357 1.5684 0.136
H -2.9976 0.5195 3.3539 0.145
H -1.2415 2.5345 2.1380 0.114
H -2.8084 2.8431 3.1396 0.139
H -3.8637 3.5938 1.3980 0.122
H -2.6305 4.0629 -0.8632 0.137
H -1.1113 3.2322 -0.0639 0.107
H -2.4150 5.4670 1.8555 0.157
H 0.6174 5.3073 0.4817 0.091
H 0.1864 4.5116 2.1362 0.078
H 0.0589 6.3857 1.9246 0.104
H -1.0892 6.8258 -0.1067 0.096
H 2.1838 1.6505 -0.1924 0.028
H 2.7381 2.4137 1.4745 0.059
H 3.6707 0.9427 0.7241 0.060
H 3.3392 -0.4970 3.5365 0.072
H 3.6940 -1.3942 1.9174 0.053
H 2.2269 -2.0375 3.0733 0.054
```

---

DFT (ωB97M-V/def2-TZVPD) results for a structure of composition C18H41AuO2P3 in a non-equilibrium geometry.

Summary:
Orbital gap (spin up / spin down) ... 8.69 / 5.24 eV
Multiplicity ... 3
Expectation value of S² ... 2.03
Total charge ... +3
HOMO energy (spin up / spin down) ... -17.63 / -17.63 eV
Energy relative to the best compared isomer or geometry (same formula, charge and spin) ... 107.1 kJ/mol
Calculated total energy ... -2019.604527 a.u.

```
65
Properties=species:S:1:pos:R:3:lowdin_charge:R:1
Au -0.9660 -0.3759 -0.0157 0.550
P -0.8076 1.1017 2.5183 0.897
P -0.1762 -2.2019 1.1919 0.676
P -1.9390 1.5898 -0.7692 0.663
H 2.4615 0.4583 -0.1606 0.041
C 2.0787 1.4834 -0.1987 -0.086
C 2.2031 2.3698 0.8017 -0.055
H 2.7521 2.0956 1.6966 0.046
C 0.4413 1.0680 3.8530 -0.222
C -2.2822 0.4571 3.4301 -0.217
C -1.1354 2.8939 2.5302 -0.235
C 1.0012 -3.1741 0.2158 -0.228
C 0.4514 -2.3863 2.8943 -0.217
C -1.7843 -3.0477 1.1844 -0.262
C -1.2741 3.2837 -0.7988 -0.206
C -3.6231 1.6366 -0.0865 -0.232
C -2.1741 1.2831 -2.5199 -0.271
H 1.5065 1.7357 -1.1005 0.029
H 1.7242 3.3571 0.7742 0.060
H 1.2880 1.7045 3.5803 0.047
H 0.8547 0.0652 3.9814 0.018
H 0.0380 1.3945 4.8204 0.090
H -2.1383 -0.6161 3.6325 0.038
H -3.1626 0.5860 2.7847 0.043
H -2.4258 0.9973 4.3807 0.085
H -0.2578 3.4194 2.1411 0.049
H -1.3391 3.2681 3.5404 0.092
H -1.9906 3.1327 1.8972 0.016
H 0.6297 -4.2005 0.1510 0.072
H 1.9737 -3.1538 0.7163 0.061
H 1.1236 -2.7577 -0.7862 0.011
H 0.8057 -3.4191 3.0223 0.086
H -0.3323 -2.2147 3.6350 0.053
H 1.2936 -1.7213 3.0992 0.021
H -1.6476 -4.1307 1.2919 0.073
H -2.2685 -2.8018 0.2248 0.035
H -2.4183 -2.6485 1.9937 0.056
H -1.6708 3.8095 -1.6857 0.083
H -0.1803 3.2835 -0.8585 0.039
H -1.5669 3.8634 0.0802 0.041
H -4.2823 2.1192 -0.8196 0.075
H -3.6492 2.1894 0.8593 0.041
H -3.9480 0.6032 0.0846 0.053
H -2.9102 1.9639 -2.9498 0.077
H -2.5022 0.2428 -2.6277 0.057
H -1.2024 1.3897 -3.0206 0.024
C 0.4670 -0.9004 -3.9047 -0.214
C 0.9340 -2.2069 -4.1296 0.059
C 1.2022 -2.6104 -5.4485 0.026
C 0.9931 -1.7595 -6.5341 0.060
C 0.5067 -0.4710 -6.2981 0.031
C 0.2812 -0.0275 -4.9887 0.063
O 0.3009 -0.3504 -2.6589 0.004
H -0.0033 -0.9064 -1.8721 0.045
H 1.0908 -2.9024 -3.3024 0.129
H 1.5907 -3.6191 -5.6351 0.147
H 1.1797 -2.1007 -7.5466 0.152
H 0.3081 0.2052 -7.1352 0.147
H -0.0511 0.9930 -4.8021 0.133
C 4.2476 -0.7048 2.3005 -0.132
O 3.2299 -0.2066 3.1641 -0.170
H 3.7595 -1.0225 1.3748 0.059
H 4.7664 -1.5575 2.7466 0.091
H 4.9916 0.0618 2.0601 0.093
H 3.6330 0.0903 4.0003 0.109
```